1.
C6H16N2 | ωB97M-V/def2-TZVPD

Structure (XYZ):
```
24
Properties=species:S:1:pos:R:3
C 2.15 1.22 -0.72
C 2.00 -0.03 0.21
C 2.53 -1.33 -0.47
N 0.67 -0.15 0.71
C -0.40 0.40 -0.10
C -1.75 -0.34 0.27
C -2.76 -0.21 -1.00
N -2.33 0.30 1.42
H 1.69 1.15 -1.72
H 3.21 1.26 -1.11
H 1.76 2.22 -0.40
H 2.69 0.08 1.05
H 3.30 -1.21 -1.22
H 1.81 -1.78 -1.25
H 2.76 -2.17 0.17
H 0.69 -0.04 1.73
H -0.60 1.47 0.19
H -0.02 0.08 -1.13
H -1.65 -1.46 0.57
H -3.09 0.92 -1.17
H -2.41 -0.79 -1.89
H -3.77 -0.49 -0.77
H -2.03 1.25 1.55
H -3.34 0.28 1.38
```

Its HOMO energy is -8.223 eV. The value obtained for the lowest unoccupied orbital energy is 1.04 eV. The gap between HOMO and LUMO is 0.341 hartree.

2.
C6H16N2 | ωB97M-V/def2-TZVPD

Structure (XYZ):
```
24
Properties=species:S:1:pos:R:3
C -1.37 -0.48 1.83
C -1.77 -0.68 0.58
C -1.69 -2.01 -0.09
C -2.34 0.42 -0.26
H -0.98 -1.28 2.44
H -1.45 0.48 2.31
H -0.97 -1.95 -0.92
H -2.66 -2.30 -0.48
H -1.36 -2.78 0.61
H -1.70 0.57 -1.13
H -3.33 0.15 -0.62
H -2.40 1.36 0.30
C 2.71 1.50 -0.87
C 1.43 0.91 -0.26
N 0.94 -0.26 -0.99
N 1.66 0.61 1.13
H 3.04 2.35 -0.28
H 3.50 0.75 -0.87
H 2.54 1.82 -1.89
H 0.63 1.66 -0.31
H 1.66 -0.97 -1.01
H 0.75 -0.01 -1.96
H 0.80 0.24 1.53
H 2.37 -0.11 1.21
```

Its HOMO energy is -9.094 eV. The value obtained for the lowest unoccupied orbital energy is 0.99 eV. The gap between HOMO and LUMO is 0.371 hartree.

3.
C6H16N2 | ωB97M-V/def2-TZVPD

Structure (XYZ):
```
24
Properties=species:S:1:pos:R:3
C -2.72 0.93 -0.40
N -1.59 0.15 -0.88
C -0.74 -0.34 0.19
C -0.90 -1.85 0.28
C 1.04 0.03 -0.01
C 1.39 1.38 -0.64
C 1.60 0.00 1.42
N 1.64 -1.03 -0.81
H -2.91 1.01 0.67
H -2.63 1.98 -0.74
H -3.62 0.52 -0.86
H -0.65 0.81 -0.88
H -0.95 0.12 1.16
H -1.91 -2.10 0.61
H -0.74 -2.32 -0.69
H -0.19 -2.30 0.98
H 2.47 1.52 -0.72
H 0.93 2.20 -0.07
H 0.98 1.46 -1.65
H 1.41 -0.96 1.91
H 1.15 0.79 2.03
H 2.69 0.15 1.43
H 1.68 -0.82 -1.81
H 2.56 -1.32 -0.52
```

Its HOMO energy is -8.686 eV. The value obtained for the lowest unoccupied orbital energy is 0.91 eV. The gap between HOMO and LUMO is 0.353 hartree.

4.
C6H16N2 | ωB97M-V/def2-TZVPD

Structure (XYZ):
```
24
Properties=species:S:1:pos:R:3
C 2.00 -1.27 -0.99
C 1.45 -0.01 -0.31
C 2.50 0.93 0.28
C 0.47 -0.40 0.81
N -0.42 0.69 1.26
C -1.78 0.72 0.73
C -2.08 0.03 -0.63
N -3.34 -0.65 -0.70
H 1.54 -1.44 -1.97
H 3.07 -1.18 -1.08
H 1.82 -2.15 -0.37
H 0.88 0.64 -0.98
H 2.16 1.98 0.31
H 2.80 0.68 1.27
H 3.43 0.99 -0.31
H 1.03 -0.66 1.71
H -0.14 -1.20 0.52
H 0.01 1.58 1.12
H -2.10 1.76 0.65
H -2.45 0.26 1.47
H -1.96 0.72 -1.47
H -1.31 -0.70 -0.77
H -4.12 -0.01 -0.60
H -3.46 -1.30 0.05
```

Its HOMO energy is -8.330 eV. The value obtained for the lowest unoccupied orbital energy is 1.04 eV. The gap between HOMO and LUMO is 0.344 hartree.

5.
C6H16N2O | ωB97M-V/def2-TZVPD

Structure (XYZ):
```
25
Properties=species:S:1:pos:R:3
C -2.85 -0.70 -0.18
C -1.50 0.17 0.31
O -1.86 1.52 0.34
N -0.43 -0.05 -0.59
N -0.52 -1.21 -1.36
C 1.01 0.24 0.14
C 1.00 1.48 1.02
C 2.00 0.46 -1.00
C 1.46 -0.97 0.98
H -3.67 -0.36 0.44
H -3.05 -0.50 -1.23
H -2.66 -1.76 -0.03
H -1.30 -0.12 1.35
H -1.97 1.81 -0.57
H -0.22 -2.05 -0.86
H 0.03 -1.10 -2.21
H 1.99 1.67 1.44
H 0.72 2.36 0.44
H 0.31 1.38 1.85
H 1.63 1.25 -1.66
H 2.97 0.77 -0.62
H 2.16 -0.44 -1.59
H 2.46 -0.81 1.37
H 1.52 -1.88 0.38
H 0.78 -1.14 1.81
```

Its HOMO energy is -8.661 eV. The value obtained for the lowest unoccupied orbital energy is 0.85 eV. The gap between HOMO and LUMO is 0.349 hartree.

6.
C6H16N2O | ωB97M-V/def2-TZVPD

Structure (XYZ):
```
25
Properties=species:S:1:pos:R:3
H 0.15 -1.02 1.57
N -0.84 -0.87 1.42
C -1.26 -1.26 0.29
C -2.72 -1.10 -0.04
N -0.51 -1.85 -0.68
H -3.26 -0.78 0.85
H -2.83 -0.34 -0.82
H -3.13 -2.03 -0.41
H -0.88 -1.96 -1.60
H 0.50 -1.81 -0.60
C 2.79 -1.56 -0.37
C 2.62 -0.30 -0.74
C 2.46 0.84 0.20
H 2.84 -1.85 0.66
H 2.90 -2.36 -1.09
H 2.58 -0.04 -1.79
H 2.55 0.52 1.23
H 3.22 1.60 0.00
H 1.49 1.31 0.05
C -1.60 2.79 0.23
O -0.70 1.73 0.08
H -1.36 3.53 -0.53
H -1.51 3.26 1.22
H -2.64 2.46 0.10
H -0.88 1.06 0.75
```

Its HOMO energy is -9.295 eV. The value obtained for the lowest unoccupied orbital energy is 0.99 eV. The gap between HOMO and LUMO is 0.378 hartree.

Going through the records in order, we get energy relative to the best compared isomer or geometry (same formula, charge and spin) values of 2.274 0.754 2.650 1.161 2.209 1.627 eV.